Molecular formula: C52H133F6N11O15Zn
Method: DFT, ωB97M-V with the def2-TZVPD basis set

The geometry in ORCA input format:
```
! wB97M-V def2-TZVPD RIJCOSX def2/J DEFGRID3
* xyz 1 2
Zn 1.224 0.288 2.335
C 3.925 0.529 1.957
O 3.095 -0.617 1.883
O 2.937 1.492 2.180
C 5.159 0.345 2.966
F 6.141 -0.324 2.312
F 5.763 1.482 3.250
F 4.901 -0.128 4.195
C 3.728 -1.756 1.263
C 2.748 -2.902 1.289
H 2.037 -2.725 0.482
H 3.170 -3.876 1.039
H 2.173 -2.929 2.214
H 4.632 -2.120 1.751
H 3.903 -1.557 0.205
H 4.361 0.762 0.985
C -0.378 -0.991 0.416
O 0.545 0.035 0.032
O -0.063 -1.147 1.782
C -1.837 -0.748 -0.083
F -2.291 0.522 0.061
F -1.878 -1.093 -1.375
F -2.739 -1.588 0.445
C 1.158 -0.043 -1.250
C 1.963 1.185 -1.519
H 2.288 1.079 -2.554
H 1.301 2.032 -1.343
H 2.860 1.271 -0.905
H 0.434 -0.094 -2.064
H 1.828 -0.901 -1.293
H -0.102 -1.889 -0.136
C 1.495 6.104 -5.415
C 1.982 5.596 -4.075
C 1.238 4.281 -3.619
O -0.071 4.610 -3.302
C -0.939 3.531 -2.814
N 3.410 5.426 -4.116
H 2.148 5.755 -6.214
H 1.594 7.182 -5.291
H 0.460 5.831 -5.623
H 1.739 6.320 -3.298
H 1.787 3.921 -2.749
H 1.308 3.460 -4.332
H -1.916 3.935 -2.551
H -0.563 3.126 -1.874
H -1.006 2.751 -3.573
H 3.804 6.354 -4.168
H 3.764 5.058 -3.245
C 0.614 -1.700 -5.776
C 1.978 -1.356 -5.122
C 2.489 -2.520 -4.165
O 1.535 -2.837 -3.084
C 1.930 -3.828 -2.172
N 2.903 -1.198 -6.207
H -0.103 -1.840 -4.967
H 0.623 -2.574 -6.428
H 0.258 -0.869 -6.384
H 1.835 -0.416 -4.590
H 3.449 -2.168 -3.787
H 2.661 -3.379 -4.813
H 2.900 -3.528 -1.777
H 1.897 -4.854 -2.539
H 1.261 -3.945 -1.319
H 3.863 -1.070 -5.920
H 2.596 -0.314 -6.587
C -0.246 -3.074 6.874
C 0.969 -2.383 6.321
C 2.277 -3.121 6.641
O 2.564 -2.982 8.002
C 3.636 -3.770 8.564
N 0.827 -2.300 4.871
H -1.179 -2.525 6.752
H -0.157 -3.317 7.933
H -0.443 -3.996 6.327
H 1.048 -1.349 6.659
H 3.151 -2.647 6.195
H 2.273 -4.169 6.340
H 4.576 -3.589 8.042
H 3.461 -4.820 8.333
H 3.897 -3.576 9.604
H -0.034 -2.045 4.408
H 0.872 -3.292 4.687
C -2.708 -3.627 -3.079
C -3.112 -4.973 -3.766
C -2.308 -6.222 -3.323
O -0.915 -5.928 -3.255
C -0.296 -5.822 -4.567
N -4.534 -5.158 -3.476
H -1.647 -3.406 -2.970
H -3.129 -3.628 -2.073
H -3.109 -2.788 -3.648
H -2.931 -4.905 -4.839
H -2.588 -7.107 -3.894
H -2.550 -6.514 -2.301
H 0.760 -5.552 -4.535
H -0.713 -5.075 -5.242
H -0.359 -6.834 -4.966
H -5.051 -5.629 -4.204
H -5.071 -4.305 -3.412
C -4.006 3.429 -0.554
C -4.532 4.848 -0.085
C -3.499 5.974 -0.452
O -2.286 5.543 0.153
C -1.178 6.411 -0.123
N -5.762 5.001 -0.732
H -3.676 3.419 -1.593
H -4.784 2.669 -0.486
H -3.160 3.165 0.081
H -4.714 4.846 0.989
H -3.774 6.952 -0.058
H -3.383 6.086 -1.530
H -1.011 6.450 -1.199
H -0.293 5.977 0.341
H -1.273 7.472 0.113
H -5.522 4.773 -1.686
H -6.308 4.198 -0.455
C 5.213 3.510 -6.666
C 4.035 2.626 -6.423
C 3.855 2.057 -4.990
O 4.952 1.142 -4.752
C 5.008 0.701 -3.362
N 3.036 3.536 -6.799
H 5.232 3.997 -7.641
H 6.080 2.849 -6.638
H 5.456 4.203 -5.860
H 4.045 1.860 -7.198
H 2.918 1.544 -4.778
H 3.933 2.841 -4.236
H 4.210 0.015 -3.079
H 4.855 1.489 -2.625
H 5.911 0.120 -3.175
H 3.015 4.129 -5.981
H 3.399 4.157 -7.508
C -0.437 1.342 5.847
C -0.147 1.071 4.453
C -0.199 2.226 3.586
O 0.102 1.913 2.203
C -0.264 3.138 1.502
N 1.140 0.428 4.418
H 0.216 2.123 6.237
H -0.343 0.390 6.369
H -1.466 1.676 5.981
H -0.885 0.379 4.048
H 0.564 2.935 3.909
H -1.175 2.697 3.698
H -1.353 3.110 1.494
H 0.045 3.055 0.460
H 0.106 4.072 1.926
H 1.083 -0.422 4.960
H 1.740 0.934 5.054
C 5.000 4.454 1.670
C 3.585 5.115 1.623
C 2.956 4.902 0.230
O 3.834 5.431 -0.769
C 3.767 6.839 -1.027
N 2.850 4.411 2.691
H 5.659 4.862 0.904
H 4.783 3.391 1.564
H 5.478 4.770 2.598
H 3.641 6.163 1.918
H 1.968 5.357 0.162
H 2.862 3.833 0.038
H 3.041 7.029 -1.818
H 4.752 7.187 -1.341
H 3.460 7.335 -0.107
H 2.813 3.425 2.476
H 3.526 4.322 3.436
C -4.333 -2.359 4.980
C -3.624 -1.728 3.792
C -3.566 -0.191 3.732
O -4.864 0.339 3.517
C -4.963 1.724 3.721
N -2.290 -2.238 3.802
H -3.845 -2.162 5.934
H -4.431 -3.445 4.962
H -5.348 -1.962 5.009
H -4.023 -2.040 2.826
H -3.004 0.028 2.823
H -3.126 0.058 4.698
H -4.206 2.265 3.155
H -4.788 1.870 4.787
H -5.938 2.130 3.451
H -1.802 -2.036 2.940
H -2.472 -3.231 3.818
C -0.804 -5.886 4.124
C 0.414 -5.825 3.202
C 0.128 -4.979 1.976
O -0.929 -5.641 1.237
C -1.195 -4.950 0.015
N 1.503 -5.219 3.960
H -1.512 -6.551 3.630
H -1.264 -4.907 4.265
H -0.528 -6.286 5.099
H 0.683 -6.852 2.955
H 1.087 -4.802 1.490
H -0.217 -3.986 2.266
H -0.568 -5.254 -0.823
H -1.217 -3.862 0.076
H -2.225 -5.214 -0.224
H 1.865 -5.894 4.619
H 2.299 -5.207 3.337
C -7.805 -3.326 -1.550
C -7.052 -2.228 -2.194
C -6.148 -1.488 -1.206
O -6.781 -0.712 -0.217
C -5.928 -0.097 0.671
N -6.379 -2.903 -3.302
H -8.300 -4.014 -2.236
H -8.553 -3.028 -0.816
H -7.122 -3.981 -1.009
H -7.751 -1.553 -2.688
H -5.385 -0.986 -1.802
H -5.586 -2.280 -0.710
H -6.493 0.708 1.141
H -5.102 0.389 0.152
H -5.357 -0.811 1.264
H -7.161 -3.092 -3.912
H -5.826 -2.201 -3.773
*
```

Values from the calculation:
E: -167890.627 eV
Orbital gap (alpha / beta): 8.02 / 2.52 eV
⟨S²⟩: 0.7552
LUMO energy (alpha / beta): -1.933 / -7.433 eV
Highest occupied orbital energy (alpha / beta): -10.0 / -10.0 eV